5
Properties=species:S:1:pos:R:3:lowdin_charge:R:1 method="wB97M-V/def2-TZVPD" homo_ev=-16.82 total_charge=+1 de_lowest_kj_mol=14.8 orbital_gap_ha=0.3814 lumo_ev=-6.444
N -1.993 0.356 0.002 0.3429
N -0.920 0.140 -0.063 -0.2908
P 0.610 -0.648 -0.027 0.9165
H 1.012 0.041 1.306 0.0141
H 1.291 0.111 -1.218 0.0173



8
Properties=species:S:1:pos:R:3:lowdin_charge:R:1 method="wB97M-V/def2-TZVPD" homo_ev="-8.24 / -8.11" total_charge=0 de_lowest_kj_mol=122.3 orbital_gap_ha="0.2448 / 0.2401" lumo_ev="-1.578 / -1.573"
N 1.577 0.032 -0.306 -0.5438
N 1.858 -0.138 0.925 -0.0087
P 0.250 -0.289 -1.298 0.5269
P -2.772 0.159 0.613 0.0250
S -1.047 -1.099 0.240 -0.0404
S -3.118 1.449 -0.822 -0.0126
H 2.275 0.458 -0.806 0.0290
H 0.977 -0.571 1.454 0.0246



5
Properties=species:S:1:pos:R:3:lowdin_charge:R:1 method="wB97M-V/def2-TZVPD" homo_ev=-8.87 total_charge=0 de_lowest_kj_mol=61.1 orbital_gap_ha=0.3328 lumo_ev=0.184
N -0.500 0.281 -0.390 -0.4592
N 0.097 -0.722 0.399 -0.4780
S -1.241 -1.288 -0.481 0.6920
H 0.300 0.636 -1.297 0.1795
H -0.263 -0.625 1.394 0.0656



5
Properties=species:S:1:pos:R:3:lowdin_charge:R:1 method="wB97M-V/def2-TZVPD" homo_ev="-8.95 / -8.92" total_charge=0 de_lowest_kj_mol=281.8 orbital_gap_ha="0.3051 / 0.3118" lumo_ev="-0.645 / -0.437"
N -0.050 -0.669 -0.225 -0.5290
N -0.076 0.720 -0.034 -0.4353
S -0.855 -0.264 1.150 0.7229
H 1.664 -0.979 -0.180 0.1863
H -0.682 1.192 -0.711 0.0551



5
Properties=species:S:1:pos:R:3:lowdin_charge:R:1 method="wB97M-V/def2-TZVPD" homo_ev="-9.09 / -9.38" total_charge=0 de_lowest_kj_mol=333.5 orbital_gap_ha="0.3284 / 0.3191" lumo_ev="-0.158 / -0.696"
N -0.014 0.656 0.094 -0.4669
N 0.230 -0.561 -0.498 -0.3771
S 0.916 -0.285 1.059 0.7303
H -2.047 0.641 0.501 0.1142
H 0.915 -0.451 -1.156 -0.0006



9
Properties=species:S:1:pos:R:3:lowdin_charge:R:1 method="wB97M-V/def2-TZVPD" homo_ev="-5.02 / -2.96" total_charge=-1 de_lowest_kj_mol=479.2 orbital_gap_ha="0.3289 / 0.2146" lumo_ev="3.927 / 2.878"
N 1.139 -0.202 -1.025 -0.2304
N 0.419 -1.197 -0.901 0.0294
N 0.718 0.984 -0.270 -0.0694
O 2.980 -3.496 -1.343 -0.4267
O 1.731 -3.397 -3.410 -0.4418
O 3.370 -1.592 -2.893 -0.4162
S 2.490 -2.630 -2.400 0.4488
H 0.018 0.763 0.467 0.0475
H 1.472 1.664 -0.033 0.0588